65
Properties=species:S:1:pos:R:3 method="wB97M-V/def2-TZVPD" total_charge=+1 total_energy_ev=-32433.66618 spin_multiplicity=3 gap_ev="6.38 / 7.30" lumo_energy_ev="-4.38 / -4.45" homo_energy_ev="-10.76 / -11.75" s2=2.031
O 1.13462 2.66882 -0.83692
C 2.50681 2.38199 -1.27327
C 2.86951 3.82112 -1.61152
H 2.49129 1.71261 -2.14794
H 3.10953 1.95838 -0.45986
C 1.37764 4.04684 -1.28475
H 3.14077 4.05180 -2.64841
H 3.56535 4.28836 -0.91120
C 0.66907 4.43440 -2.56076
H 1.00765 3.85476 -3.43253
H 0.88837 5.48898 -2.79546
H -0.41645 4.33659 -2.48011
C 1.10432 5.04066 -0.17867
H 1.55320 4.69934 0.76028
H 0.01935 5.15574 -0.07324
H 1.54498 6.00587 -0.45083
W -0.54968 0.03484 1.51918
C -0.18123 0.36919 3.72376
C 0.94272 -0.32054 3.18521
C 1.52494 0.49274 2.15652
H 1.31914 -1.28633 3.53905
C 0.78143 1.72634 2.12144
C -0.28148 1.65582 3.07225
H -0.98845 2.44179 3.33021
H -0.79048 0.02535 4.55468
H 2.41632 0.27301 1.58602
H 1.06463 2.60168 1.54105
C -2.85143 -1.38859 2.31199
C -2.71856 0.05148 2.26237
C -2.61426 0.42492 0.84364
H -2.96848 0.74106 3.07389
C -2.77417 -0.81107 0.08447
C -3.01554 -1.86443 0.99376
H -3.37718 -2.86465 0.74136
H -2.92739 -1.98611 3.21989
H -2.73358 1.43195 0.45832
H -2.83246 -0.87256 -1.00081
O -0.45756 1.92355 -3.15071
C -0.91989 1.09472 -2.07294
C 0.04461 -0.09824 -1.91444
H -1.94414 0.76556 -2.32887
H -0.99384 1.70002 -1.16114
C 0.83428 -0.14940 -3.25485
H -0.49869 -1.02142 -1.68340
H 0.72730 0.07998 -1.06834
C 0.39793 1.11970 -4.00666
H 0.52754 -1.02942 -3.82769
H 1.91740 -0.19007 -3.08558
H -0.18981 0.83951 -4.90042
H 1.24272 1.73430 -4.36715
C 0.98433 -5.19493 1.73782
C -0.22079 -4.55481 1.05595
C -0.32964 -5.02421 -0.39365
C -1.46528 -4.98464 1.84145
C -0.06614 -3.09531 1.03010
C -0.05213 -1.87420 1.02307
H 0.83925 -6.28542 1.76482
H 1.07165 -4.83709 2.76873
H 1.91462 -4.97574 1.20696
H -0.48528 -6.11274 -0.41700
H -1.17588 -4.54320 -0.89851
H 0.58340 -4.78504 -0.95093
H -1.46493 -4.53700 2.83997
H -2.39119 -4.70628 1.32857
H -1.44066 -6.08032 1.95178